Run one
{
  "formula": "C2H5N3S2",
  "method": "wB97M-V/def2-TZVPD",
  "elements": ["C", "C", "H", "H", "H", "H", "H", "N", "N", "N", "S", "S"],
  "positions_angstrom": [[-0.169, -0.623, -0.861], [1.727, 0.563, 0.079], [-3.098, -1.706, 1.194], [0.581, -1.457, -1.126], [-1.311, 1.811, 0.980], [2.101, 1.520, 0.233], [1.928, -1.271, 0.160], [-1.303, -0.989, -0.554], [0.430, 0.678, -0.397], [2.455, -0.479, 0.421], [-2.648, 0.057, 0.164], [-0.694, 1.896, -0.291]],
  "lowdin_charge": [-0.333, -0.297, 0.083, 0.147, -0.114, 0.079, -0.016, -0.333, -0.495, 0.110, 0.429, 0.741],
  "gap_ev": 7.53,
  "total_charge": 0,
  "e_lumo_ev": -1.14,
  "e_homo_ha": -0.3184,
  "spin_multiplicity": 1
}

***

Run two
{
  "formula": "C2H5N3S2",
  "method": "wB97M-V/def2-TZVPD",
  "elements": ["H", "N", "C", "N", "C", "S", "N", "S", "H", "H", "H", "H"],
  "positions_angstrom": [[-2.990, 1.078, -0.589], [-2.022, 1.246, -0.811], [-1.226, 0.501, -0.109], [0.076, 0.883, -0.118], [1.116, 0.259, 0.526], [2.508, 1.034, 0.896], [0.872, -1.062, 0.794], [0.213, -2.044, -0.413], [-1.465, -0.304, 0.654], [0.205, 1.709, -0.710], [1.643, -1.513, 1.303], [1.069, -1.788, -1.421]],
  "lowdin_charge": [0.031, 0.088, -0.350, -0.024, -1.003, 0.654, -0.423, 0.790, 0.121, 0.149, 0.080, -0.112],
  "gap_ev": 8.94,
  "total_charge": 0,
  "e_lumo_ev": 0.03,
  "e_homo_ha": -0.3274,
  "spin_multiplicity": 1,
  "smiles": "[H]/N=C/NC(=S)NS"
}

***

Name the most stable of them. run two.

***

Run one
{
  "formula": "C2H3O2",
  "method": "wB97M-V/def2-TZVPD",
  "elements": ["C", "C", "O", "O", "H", "H", "H"],
  "positions_angstrom": [[0.462, 0.690, 0.042], [-0.260, -0.641, 0.106], [-1.502, -0.184, 0.411], [-0.754, 0.376, -0.646], [0.613, 1.265, 1.037], [1.412, 0.634, -0.458], [0.029, -2.140, -0.491]],
  "lowdin_charge": [0.102, -0.169, 0.219, 0.122, 0.201, 0.147, 0.379],
  "gap_ev": 11.91,
  "total_charge": 1,
  "e_lumo_ev": -5.99,
  "e_homo_ha": -0.6579,
  "spin_multiplicity": 1
}

***

Run two
{
  "formula": "C2H3O2",
  "method": "wB97M-V/def2-TZVPD",
  "elements": ["C", "C", "O", "O", "H", "H", "H"],
  "positions_angstrom": [[1.228, -0.342, -0.068], [-1.415, 0.453, 0.048], [-2.094, -0.489, 0.076], [0.450, 0.605, -0.098], [2.205, -0.397, 0.235], [1.001, -1.347, -0.344], [-1.376, 1.518, 0.150]],
  "lowdin_charge": [0.121, 0.135, 0.302, 0.048, 0.102, 0.121, 0.170],
  "gap_ev": 11.10,
  "total_charge": 1,
  "e_lumo_ev": -6.43,
  "e_homo_ha": -0.6441,
  "spin_multiplicity": 1
}

***

Name the most stable of them. run two.

***

Run one
{
  "formula": "C2H3O2",
  "method": "wB97M-V/def2-TZVPD",
  "elements": ["C", "C", "O", "O", "H", "H", "H"],
  "positions_angstrom": [[0.302, -0.522, 0.112], [-0.094, 0.791, -0.309], [-0.881, 0.903, 0.639], [-0.539, -0.244, 1.216], [-0.170, -1.196, -0.635], [1.316, -1.162, 0.220], [0.066, 1.430, -1.243]],
  "lowdin_charge": [-0.036, 0.077, 0.214, 0.101, 0.185, 0.239, 0.219],
  "gap_ev": 11.52,
  "total_charge": 1,
  "e_lumo_ev": -6.80,
  "e_homo_ha": -0.6734,
  "spin_multiplicity": 1
}

***

Run two
{
  "formula": "C2H3O2",
  "method": "wB97M-V/def2-TZVPD",
  "elements": ["C", "C", "O", "O", "H", "H", "H"],
  "positions_angstrom": [[-1.169, -0.389, -0.079], [1.412, 0.482, 0.040], [1.699, -0.579, -0.026], [-0.546, 0.621, -0.003], [-2.324, -0.193, 0.052], [-0.821, -1.464, 0.047], [1.750, 1.522, -0.031]],
  "lowdin_charge": [0.019, 0.122, 0.317, 0.033, 0.168, 0.145, 0.196],
  "gap_ev": 10.91,
  "total_charge": 1,
  "e_lumo_ev": -5.90,
  "e_homo_ha": -0.6177,
  "spin_multiplicity": 1
}

***

Name the most stable of them. run two.

***

Run one
{
  "formula": "C4H4N2O",
  "method": "wB97M-V/def2-TZVPD",
  "elements": ["N", "C", "C", "C", "C", "N", "O", "H", "H", "H", "H"],
  "positions_angstrom": [[2.480, 0.054, -0.233], [1.414, -0.486, -0.014], [0.280, -1.163, 0.107], [-1.064, -0.611, 0.131], [-1.494, 0.660, 0.221], [-0.704, 1.842, 0.317], [0.163, 1.945, -0.527], [2.970, 0.478, 0.551], [0.390, -2.232, 0.265], [-1.845, -1.370, 0.155], [-2.544, 0.886, 0.374]],
  "lowdin_charge": [0.178, -0.172, -0.101, -0.098, -0.141, -0.047, -0.021, 0.092, 0.107, 0.105, 0.099],
  "gap_ev": [8.24, 8.24],
  "total_charge": 0,
  "e_lumo_ev": [-0.43, -0.43],
  "e_homo_ha": [-0.3187, -0.3185],
  "spin_multiplicity": 1,
  "smiles": "N=C=C/C=C\\N=O"
}

***

Run two
{
  "formula": "C4H4N2O",
  "method": "wB97M-V/def2-TZVPD",
  "elements": ["O", "C", "C", "C", "N", "C", "N", "H", "H", "H", "H"],
  "positions_angstrom": [[1.993, -1.413, 0.339], [1.035, -0.684, 0.187], [1.039, 0.752, -0.032], [-0.119, 1.393, -0.309], [-1.332, 0.771, -0.541], [-1.364, -0.475, -0.221], [-0.298, -1.167, 0.270], [1.985, 1.270, 0.078], [-0.149, 2.475, -0.377], [-2.272, -1.063, -0.358], [-0.519, -1.857, 0.966]],
  "lowdin_charge": [0.067, -0.462, 0.009, -0.125, 0.064, -0.184, 0.132, 0.114, 0.107, 0.129, 0.150],
  "gap_ev": 9.85,
  "total_charge": 0,
  "e_lumo_ev": 0.32,
  "e_homo_ha": -0.3503,
  "spin_multiplicity": 1,
  "smiles": "O=c1ccnc[nH]1"
}

***

Run three
{
  "formula": "C4H4N2O",
  "method": "wB97M-V/def2-TZVPD",
  "elements": ["O", "C", "C", "C", "N", "C", "N", "H", "H", "H", "H"],
  "positions_angstrom": [[-2.519, -1.251, -0.005], [-1.880, -0.224, 0.055], [-0.420, -0.054, 0.133], [0.159, 1.181, -0.038], [1.508, 1.104, -0.184], [1.772, -0.179, -0.090], [0.664, -0.936, 0.104], [-2.391, 0.766, -0.003], [-0.368, 2.125, -0.077], [2.767, -0.602, -0.171], [0.708, -1.931, 0.275]],
  "lowdin_charge": [0.039, -0.235, -0.210, -0.114, 0.065, -0.185, 0.115, 0.126, 0.114, 0.124, 0.162],
  "gap_ev": 9.99,
  "total_charge": 0,
  "e_lumo_ev": 0.39,
  "e_homo_ha": -0.3526,
  "spin_multiplicity": 1,
  "smiles": "O=Cc1cnc[nH]1"
}

***

Run four
{
  "formula": "C4H4N2O",
  "method": "wB97M-V/def2-TZVPD",
  "elements": ["O", "C", "C", "C", "N", "C", "N", "H", "H", "H", "H"],
  "positions_angstrom": [[2.219, -1.336, -0.479], [1.189, -0.749, -0.254], [1.096, 0.677, 0.147], [-0.132, 1.213, 0.132], [-1.257, 0.379, 0.131], [-1.033, -1.006, 0.208], [0.003, -1.536, -0.273], [2.010, 1.235, 0.351], [-0.380, 2.273, 0.173], [-1.849, 0.479, -0.691], [-1.864, -1.628, 0.553]],
  "lowdin_charge": [0.075, -0.473, 0.008, -0.105, 0.009, -0.171, 0.153, 0.115, 0.120, 0.143, 0.128],
  "gap_ev": 9.75,
  "total_charge": 0,
  "e_lumo_ev": 0.28,
  "e_homo_ha": -0.3480,
  "spin_multiplicity": 1,
  "smiles": "O=c1cc[nH]cn1"
}

***

Name the most stable of them. run two.

***

Run one
{
  "formula": "C4H4N2O",
  "method": "wB97M-V/def2-TZVPD",
  "elements": ["N", "C", "C", "O", "C", "C", "N", "H", "H", "H", "H"],
  "positions_angstrom": [[-2.213, 0.375, 2.085], [-1.807, -0.081, 1.098], [-0.847, -0.576, 0.169], [-0.568, 0.136, -1.005], [0.838, 0.156, -1.195], [1.482, 0.680, 0.027], [1.859, 1.053, 1.055], [-0.710, -1.665, 0.025], [-0.333, -0.029, 1.188], [1.231, -0.850, -1.402], [1.067, 0.802, -2.046]],
  "lowdin_charge": [0.150, -0.249, -0.210, -0.098, -0.177, -0.186, 0.174, 0.153, 0.173, 0.134, 0.136],
  "gap_ev": 10.81,
  "total_charge": 0,
  "e_lumo_ev": 0.42,
  "e_homo_ha": -0.3816,
  "spin_multiplicity": 1,
  "smiles": "N#CCOCC#N"
}

***

Run two
{
  "formula": "C4H4N2O",
  "method": "wB97M-V/def2-TZVPD",
  "elements": ["N", "C", "C", "C", "C", "N", "O", "H", "H", "H", "H"],
  "positions_angstrom": [[-1.569, -0.095, -1.993], [-0.896, 0.388, -1.105], [-0.214, 1.009, -0.147], [0.218, 0.385, 1.082], [0.741, -0.844, 1.306], [1.302, -1.687, 0.324], [0.903, -1.518, -0.817], [-2.577, -0.136, -1.851], [-0.166, 2.091, -0.227], [0.104, 1.017, 1.962], [0.992, -1.143, 2.320]],
  "lowdin_charge": [0.184, -0.157, -0.102, -0.087, -0.144, -0.050, -0.048, 0.095, 0.109, 0.106, 0.094],
  "gap_ev": [8.22, 8.22],
  "total_charge": 0,
  "e_lumo_ev": [-0.48, -0.48],
  "e_homo_ha": [-0.3196, -0.3197],
  "spin_multiplicity": 1,
  "smiles": "N=C=C/C=C\\N=O"
}

***

Run three
{
  "formula": "C4H4N2O",
  "method": "wB97M-V/def2-TZVPD",
  "elements": ["C", "C", "C", "N", "C", "O", "N", "H", "H", "H", "H"],
  "positions_angstrom": [[-1.323, 0.208, 0.406], [-0.499, -0.881, -0.092], [0.931, -0.240, 0.041], [1.819, -0.392, -0.929], [0.210, 1.356, 0.264], [-0.727, -1.830, -0.799], [0.349, 2.513, 0.277], [1.545, -1.195, -1.508], [-1.416, 0.298, 1.483], [-2.120, 0.578, -0.232], [1.231, -0.414, 1.091]],
  "lowdin_charge": [0.082, -0.417, -0.329, 0.164, -0.232, 0.118, 0.161, 0.070, 0.108, 0.113, 0.162],
  "gap_ev": [8.38, 7.53],
  "total_charge": 0,
  "e_lumo_ev": [-1.68, -1.63],
  "e_homo_ha": [-0.3695, -0.3365],
  "spin_multiplicity": 1
}

***

Name the most stable of them. run one.